[1]
Computed, not measured: the molecule C4H2ClNS2, with ωB97M-V/def2-TZVPD.

```
! RIJCOSX wB97M-V def2-TZVPD def2/J DEFGRID3
* xyz 0 1
N -2.40265 1.90957 -0.28418
C -1.27017 1.32356 -0.33069
C -0.10950 0.45336 -0.26085
C 1.02819 1.04969 -0.16116
Cl 2.28545 0.40607 0.89148
C -0.48594 -0.94128 0.12948
S -1.26591 -1.36585 1.59413
S 0.39453 -1.90882 -1.09822
H 1.18471 2.18115 -0.36755
H 0.64129 -3.10745 -0.11245
*
```

ΔE to the lowest compared entry with this formula, charge and spin (kcal/mol): 58.1
LUMO energy (eV): -1.55
HOMO-LUMO gap (eV): 7.90

Results of the Löwdin charge analysis, in e, for atoms 1 through 8: 0.15, -0.15, -0.56, -0.49, 0.64, -1.11, 0.64, 0.72

---

[2]
Computed, not measured: a structure of composition C4H2CoO6, with ωB97M-V/def2-TZVPD.

```
! RIJCOSX wB97M-V def2-TZVPD def2/J DEFGRID3
* xyz 2 4
O 0.69561 -2.57671 0.56420
C -0.01724 -1.76720 -0.06214
O -1.08140 -2.10398 -0.62738
O 0.41775 -0.48003 -0.09861
Co -0.66716 -3.80504 0.07775
H -1.52990 0.18249 0.13189
O -0.30296 3.75522 -1.04598
O 0.21671 2.54413 0.87421
O -0.38976 1.48383 -1.02125
C -0.48714 0.53345 0.05337
C -0.10455 1.40361 1.23110
C -0.11791 2.69025 -0.61857
H -0.02471 1.08689 2.27710
*
```

ΔE to the lowest compared entry with this formula, charge and spin (kcal/mol): 0.0
LUMO energy (spin up / spin down) (eV): -10.26 / -11.05
HOMO-LUMO gap (spin up / spin down) (eV): 10.13 / 9.37

Results of the Löwdin charge analysis, in e, for atoms 1 through 8: 0.10, -0.64, 0.07, 0.18, 1.35, 0.21, 0.36, 0.29

---

[3]
Computed, not measured: the molecule C4H2F2O, with ωB97M-V/def2-TZVPD.

```
! RIJCOSX wB97M-V def2-TZVPD def2/J DEFGRID3
* xyz 0 1
C 0.18155 0.97375 1.66582
C 0.14165 0.02900 0.72044
C -0.65136 1.40256 0.52167
C 0.35548 -0.88138 -0.21539
O 0.41302 -2.20990 -0.30173
F -1.92180 1.02963 0.22759
F 0.89787 -0.33907 -1.47335
H -0.33272 2.44211 0.00432
H 0.91631 -2.44671 -1.14938
*
```

ΔE to the lowest compared entry with this formula, charge and spin (kcal/mol): 119.3
LUMO energy (spin up / spin down) (eV): -0.74 / -0.74
HOMO-LUMO gap (spin up / spin down) (eV): 7.98 / 7.97

Results of the Löwdin charge analysis, in e, for atoms 1 through 8: 0.13, -0.16, -0.24, -0.22, 0.12, 0.02, -0.01, 0.18

---

[4]
Computed, not measured: a structure of composition C4H2F2O, with ωB97M-V/def2-TZVPD.

```
! RIJCOSX wB97M-V def2-TZVPD def2/J DEFGRID3
* xyz 0 1
C -0.97077 -0.01494 0.19069
C -0.35122 1.10964 0.12592
C 1.10684 -0.21724 -0.03762
C 0.01811 -0.97300 0.00738
H -0.93001 2.13166 -0.28237
H -0.08291 -2.06084 0.17145
O 0.99230 1.07052 -0.04967
F -2.21249 -0.47354 -0.10850
F 2.43015 -0.57226 -0.01728
*
```

ΔE to the lowest compared entry with this formula, charge and spin (kcal/mol): 40.3
LUMO energy (eV): 0.91
HOMO-LUMO gap (eV): 10.35

Results of the Löwdin charge analysis, in e, for atoms 1 through 8: -0.30, -0.10, -0.37, 0.07, 0.21, 0.15, 0.17, 0.08

---

[5]
Computed, not measured: the molecule C4H2F2O, with ωB97M-V/def2-TZVPD.

```
! RIJCOSX wB97M-V def2-TZVPD def2/J DEFGRID3
* xyz 0 1
C -0.02974 0.59656 -1.45844
C 0.45821 -0.40315 -2.13433
C 1.17252 -1.38379 -2.72423
C -0.12086 -1.53346 -3.08145
O -0.72460 0.02576 -0.10901
F -0.92013 -2.60452 -2.64555
F -0.83730 -0.98786 -4.04099
H -0.24361 0.63111 0.44570
H -0.48904 -0.91397 0.21094
*
```

ΔE to the lowest compared entry with this formula, charge and spin (kcal/mol): 173.2
LUMO energy (eV): -0.51
HOMO-LUMO gap (eV): 8.44

Results of the Löwdin charge analysis, in e, for atoms 1 through 8: 0.06, -0.27, 0.15, -0.48, 0.04, 0.06, 0.15, 0.10

---

[6]
Computed, not measured: the molecule C4H2F2O2, with ωB97M-V/def2-TZVPD.

```
! RIJCOSX wB97M-V def2-TZVPD def2/J DEFGRID3
* xyz 0 1
O -1.21039 -1.80601 -0.63999
C -0.47505 -0.77503 -0.40893
O -0.99103 0.44601 -0.81773
C -0.18149 1.40695 -0.33676
F -0.65620 2.58787 -0.69022
C 0.87187 0.94440 0.36180
C 0.69333 -0.52892 0.27728
F 1.27937 -1.31762 1.27168
H -0.97602 -2.52968 0.08716
H 1.64561 1.57202 0.89570
*
```

ΔE to the lowest compared entry with this formula, charge and spin (kcal/mol): 14.3
LUMO energy (eV): 0.36
HOMO-LUMO gap (eV): 8.89

Results of the Löwdin charge analysis, in e, for atoms 1 through 8: 0.13, -0.35, 0.16, -0.37, 0.14, 0.07, -0.15, 0.01

---

[7]
Computed, not measured: the molecule C4H2F2S2, with ωB97M-V/def2-TZVPD.

```
! RIJCOSX wB97M-V def2-TZVPD def2/J DEFGRID3
* xyz 0 1
F -0.10445 -1.75232 2.20899
C -0.43513 -1.40657 0.99624
F -1.18999 -2.27880 0.41882
C -0.17816 -0.29703 0.32347
C 0.90730 0.65413 0.78557
S 0.80345 2.20411 0.36358
C -0.76738 -0.09558 -1.01690
S 0.10182 0.51981 -2.26378
H 1.78756 0.18855 1.47511
H -1.78174 -0.62101 -1.25257
*
```

ΔE to the lowest compared entry with this formula, charge and spin (kcal/mol): 13.5
LUMO energy (eV): -0.93
HOMO-LUMO gap (eV): 7.60

Results of the Löwdin charge analysis, in e, for atoms 1 through 8: 0.19, -0.38, 0.17, -0.34, -0.63, 0.69, -0.60, 0.68

---

[8]
Computed, not measured: the molecule C4H2FNS, with ωB97M-V/def2-TZVPD.

```
! RIJCOSX wB97M-V def2-TZVPD def2/J DEFGRID3
* xyz 0 1
N -2.42937 -1.22537 -0.28343
C -1.76015 -0.30556 -0.12156
C -0.88840 0.78862 0.04067
C 0.36644 0.49412 0.03396
F 1.16266 1.47371 -0.15546
C 1.25626 -0.70334 0.32444
S 2.80538 -0.66032 -0.22932
H -1.25406 1.88870 -0.24781
H 0.74124 -1.75055 0.63851
*
```

ΔE to the lowest compared entry with this formula, charge and spin (kcal/mol): 25.4
LUMO energy (eV): -1.84
HOMO-LUMO gap (eV): 7.81

Results of the Löwdin charge analysis, in e, for atoms 1 through 8: 0.16, -0.25, -0.04, -0.46, 0.05, -0.52, 0.75, 0.19

---

[9]
Computed, not measured: a structure of composition C4H2HgO, with ωB97M-V/def2-TZVPD.

```
! RIJCOSX wB97M-V def2-TZVPD def2/J DEFGRID3
* xyz 1 2
C -0.19163 1.45415 1.34718
C -0.02785 0.18922 1.39675
H -0.52874 -0.37990 2.23126
O 1.78605 0.59413 -1.07097
C 0.60210 0.48230 -1.12983
C -0.41700 0.24948 -0.12154
H -1.41718 0.57951 -0.43976
Hg -0.99327 -1.74395 -0.50605
*
```

ΔE to the lowest compared entry with this formula, charge and spin (kcal/mol): 0.0
LUMO energy (spin up / spin down) (eV): -7.75 / -7.71
HOMO-LUMO gap (spin up / spin down) (eV): 5.95 / 7.80

For reference, the Löwdin charges in units of e are: 0.22, -0.21, 0.14, 0.28, 0.01, -0.54, 0.08, 1.03

---

[10]
Computed, not measured: the molecule C4H2IN, with ωB97M-V/def2-TZVPD.

```
! RIJCOSX wB97M-V def2-TZVPD def2/J DEFGRID3
* xyz 0 1
N -0.48513 -3.03361 0.09105
C -0.45476 -1.87333 0.15455
C -0.25839 -0.49988 -0.04186
C 0.89432 0.48352 0.09363
I 2.74005 1.18129 -0.24224
C -0.53696 0.98925 -0.01019
H -0.97743 1.39647 -0.87412
H -0.92170 1.35628 0.82919
*
```

ΔE to the lowest compared entry with this formula, charge and spin (kcal/mol): 27.1
LUMO energy (eV): -1.01
HOMO-LUMO gap (eV): 7.98

For reference, the Löwdin charges in units of e are: 0.15, -0.21, -0.12, -0.70, 0.94, -0.17, 0.08, 0.04

---

[11]
Computed, not measured: the molecule C4H2INS3, with ωB97M-V/def2-TZVPD.

```
! RIJCOSX wB97M-V def2-TZVPD def2/J DEFGRID3
* xyz 0 1
C 0.88727 -0.41991 -0.21621
C 0.12358 0.04420 -1.28704
C -0.87996 0.91024 1.45135
C 1.79855 -1.36657 -0.50231
N -1.46019 1.08443 0.25674
S -0.54822 -0.12124 -2.62700
S -1.53632 1.30158 2.94791
S 0.74438 0.41883 1.44821
I -3.36428 1.58850 -0.08086
H 2.64019 -1.57624 0.13118
H 1.59500 -1.86382 -1.52196
*
```

LUMO energy (eV): -2.65
HOMO-LUMO gap (eV): 5.08

Results of the Löwdin charge analysis, in e, for atoms 1 through 8: -0.60, -0.61, -1.46, 0.07, -0.69, 0.96, 0.46, 0.91

---

[12]
Computed, not measured: a cluster of 2 separate species, C4H2IPS in total, with ωB97M-V/def2-TZVPD.

```
! RIJCOSX wB97M-V def2-TZVPD def2/J DEFGRID3
* xyz 0 1
C -0.54472 -0.40017 2.64152
C -1.32356 -0.39904 -2.26748
C -0.80512 -0.98271 1.62908
C -1.26178 -0.93990 -1.14611
P -1.29826 -2.01002 0.23685
S -0.14387 -3.55657 0.08696
I -4.37259 0.36885 -0.23270
H -0.38726 0.17931 3.41948
H -1.56382 0.36776 -2.92950
*
```

ΔE to the lowest compared entry with this formula, charge and spin (kcal/mol): 26.9
LUMO energy (spin up / spin down) (eV): -2.34 / -3.22
HOMO-LUMO gap (spin up / spin down) (eV): 7.36 / 5.51

Results of the Löwdin charge analysis, in e, for atoms 1 through 8: 0.08, 0.06, -0.35, -0.44, 0.30, 0.26, 0.10, -0.02